Below is a cluster of 2 separate species, C4H9ClN2S in total in a non-equilibrium geometry, with properties calculated with ωB97M-V/def2-TZVPD.

Cartesian coordinates (Å):
C  -2.371  0.112  -0.175
C  -0.026  1.537  0.931
C  0.823  -1.879  0.359
C  1.108  0.171  -1.119
N  -0.064  0.166  1.011
N  0.658  -0.403  0.172
S  -2.812  1.613  -0.631
Cl  -3.490  -1.183  -0.309
H  -0.325  2.007  1.871
H  0.998  1.783  0.683
H  -0.761  1.775  0.106
H  -0.129  -2.261  0.645
H  1.260  -2.362  -0.473
H  1.570  -2.085  1.180
H  0.219  0.255  -1.679
H  1.565  1.209  -0.964
H  1.776  -0.454  -1.608

Properties
- Strongest force on any atom: 3.4 eV Å⁻¹
- Charge: 0
- Energy above the lowest of the compared OMol25 structures with the same formula, charge and spin: 432.1 kJ/mol
- Multiplicity: 1
- Gap between HOMO and LUMO (spin up / spin down): 6.5965 / 6.5953 eV